1.
This record from the OMol25 dataset describes C3H7B3LuO4 as an isolated structure in a non-equilibrium geometry. The level of theory is ωB97M-V with the def2-TZVPD basis set.

Atoms and positions in Å:
B 2.47 0.62 0.97
O 3.10 -0.12 -0.11
B 1.99 -0.95 -0.65
O 1.02 -0.20 -1.35
B 0.41 0.70 -0.39
C -1.06 0.89 -0.40
C -1.78 -0.56 -0.39
C -2.60 -0.88 0.84
O -3.11 -0.53 -0.43
O 1.35 1.46 0.54
H 2.86 0.52 2.08
H 1.94 -2.11 -0.43
H -1.46 1.44 0.45
H -1.41 1.29 -1.36
H -1.24 -1.37 -0.88
H -2.56 -1.93 1.06
H -2.44 -0.07 1.53
Lu 2.53 1.81 -1.07

Computed properties:
- Multiplicity: 1
- F_max: 4.4 eV/A
- E_LUMO: -16.2 eV
- Electronic energy: -1728.32463 Eh
- Molecular weight: 314.5 g/mol
- Highest occupied orbital energy: -20.5 eV
- Total charge: +3

***

2.
This record from the OMol25 dataset describes a 2-piece molecular cluster, CH8N4 overall in a non-equilibrium geometry. The level of theory is ωB97M-V with the def2-TZVPD basis set.

Atoms and positions in Å:
C 0.54 -0.09 0.07
N -0.15 -1.10 0.60
N -2.10 0.24 -0.11
N 1.14 -0.34 -1.17
N 1.30 0.74 0.90
H -0.34 -0.89 1.58
H -0.93 0.67 -0.11
H -2.99 0.28 0.39
H -2.04 -0.65 -0.62
H 0.62 -1.07 -1.66
H 1.98 0.23 1.47
H 1.17 0.49 -1.75
H 1.80 1.47 0.41

Computed properties:
- Multiplicity: 1
- SMILES: N=C(N)N.N
- F_max: 6.7 eV/A
- E_LUMO: 0.1 eV
- Electronic energy: -261.80804 Eh
- Molecular weight: 76.1 g/mol
- Highest occupied orbital energy: -7.9 eV
- Total charge: 0

***

3.
This record from the OMol25 dataset describes a 2-piece molecular cluster, C5H10O2 overall. The level of theory is ωB97M-V with the def2-TZVPD basis set.

Atoms and positions in Å:
C 2.36 0.78 -0.41
O 1.18 1.49 -0.08
C -0.09 -1.21 0.96
C -1.24 -1.31 1.54
C -1.29 -1.07 0.06
C -1.73 0.27 -0.51
O -1.02 0.64 -1.67
H 2.14 -0.21 -0.83
H 3.02 0.67 0.46
H 2.88 1.37 -1.17
H 0.99 -1.30 1.02
H -1.82 -1.52 2.43
H 0.76 1.04 0.67
H -1.52 -1.91 -0.60
H -2.79 0.21 -0.80
H -1.66 1.04 0.27
H -0.18 1.02 -1.36

Computed properties:
- Multiplicity: 1
- SMILES: OCC1C=C1.CO
- F_max: 0.4 eV/A
- E_LUMO: 0.9 eV
- Electronic energy: -346.87005 Eh
- Molecular weight: 102.1 g/mol
- Highest occupied orbital energy: -9.4 eV
- Total charge: 0

***

4.
This record from the OMol25 dataset describes an isolated molecule of C4H7NO2 in a non-equilibrium geometry. The level of theory is ωB97M-V with the def2-TZVPD basis set.

Atoms and positions in Å:
O -1.02 -1.88 0.46
C -1.09 -0.81 -0.45
C 0.12 0.11 -0.37
C 0.80 0.26 0.95
N 1.32 -0.65 -0.07
C -0.14 1.56 -0.57
O 0.38 2.40 -1.26
H -0.13 -2.24 0.39
H -1.18 -1.16 -1.49
H -1.98 -0.23 -0.22
H 0.19 -0.03 1.79
H 1.42 1.16 1.07
H 2.18 -0.29 -0.47
H -0.88 1.80 0.24

Computed properties:
- Multiplicity: 1
- SMILES: O=C[C@]1(CO)CN1
- F_max: 1.1 eV/A
- E_LUMO: 0.8 eV
- Electronic energy: -361.75729 Eh
- Molecular weight: 101.1 g/mol
- Highest occupied orbital energy: -10.0 eV
- Total charge: 0

***

5.
This record from the OMol25 dataset describes a 2-piece molecular cluster, C27H47OSi4 overall in a non-equilibrium geometry. The level of theory is ωB97M-V with the def2-TZVPD basis set.

Atoms and positions in Å:
C 1.94 4.35 -3.23
Si 0.31 3.49 -2.79
C -0.73 4.51 -1.61
C -0.56 3.22 -4.45
Si 0.60 1.43 -1.65
Si 0.15 -0.24 -3.26
C 1.32 0.01 -4.73
C 0.51 -1.87 -2.39
C -1.62 -0.22 -3.92
Si 2.91 1.29 -1.21
C 3.95 1.36 -2.79
C 3.33 2.76 -0.10
C 3.25 -0.35 -0.33
C -0.03 1.30 0.18
C -1.50 0.94 0.43
C -1.89 0.80 1.88
C -2.46 0.78 -0.52
H 1.70 5.34 -3.64
H 2.61 4.50 -2.38
H 2.49 3.81 -4.02
H -0.96 5.48 -2.07
H -1.68 4.01 -1.37
H -0.20 4.70 -0.66
H -0.77 4.20 -4.89
H 0.07 2.67 -5.17
H -1.51 2.69 -4.35
H 0.96 -0.64 -5.54
H 1.33 1.04 -5.11
H 2.34 -0.29 -4.49
H -0.11 -2.65 -2.85
H 1.56 -2.16 -2.49
H 0.27 -1.84 -1.32
H -1.75 -1.12 -4.54
H -2.36 -0.25 -3.11
H -1.83 0.66 -4.55
H 5.00 1.43 -2.49
H 3.83 0.45 -3.39
H 3.72 2.23 -3.42
H 4.41 2.75 0.09
H 3.07 3.73 -0.55
H 2.82 2.69 0.87
H 4.20 -0.26 0.22
H 2.48 -0.63 0.40
H 3.35 -1.17 -1.05
H 0.62 0.57 0.70
H 0.22 2.27 0.64
H -1.07 0.48 2.52
H -2.31 1.73 2.31
H -2.69 0.06 1.95
H -3.43 0.33 -0.23
H -2.38 1.15 -1.54
C 3.39 -3.86 4.09
O 2.86 -3.78 2.74
C 1.65 -3.17 2.56
C 1.01 -3.39 1.31
C -0.30 -3.00 1.12
C -1.07 -2.48 2.20
C -2.47 -2.31 2.10
C -3.34 -2.10 3.23
C -4.50 -1.29 3.08
C -5.39 -1.10 4.14
C -5.18 -1.76 5.36
C -4.03 -2.54 5.54
C -3.11 -2.68 4.51
C -0.34 -2.05 3.36
C 0.99 -2.37 3.53
H 4.36 -4.37 3.99
H 3.52 -2.86 4.52
H 2.72 -4.46 4.73
H 1.58 -3.87 0.52
H -0.78 -3.16 0.15
H -2.92 -2.40 1.10
H -4.66 -0.75 2.14
H -6.23 -0.41 4.01
H -5.90 -1.65 6.18
H -3.83 -3.01 6.51
H -2.20 -3.25 4.69
H -0.85 -1.47 4.14
H 1.52 -2.03 4.43

Computed properties:
- Multiplicity: 1
- F_max: 1.9 eV/A
- E_LUMO: -5.4 eV
- Electronic energy: -2289.99521 Eh
- Molecular weight: 500.0 g/mol
- Highest occupied orbital energy: -10.1 eV
- Total charge: +1

***

6.
This record from the OMol25 dataset describes a 2-piece molecular cluster, C4H12S2 overall in a non-equilibrium geometry. The level of theory is ωB97M-V with the def2-TZVPD basis set.

Atoms and positions in Å:
C -2.80 -1.08 0.56
C -1.82 -1.83 1.42
S -0.26 -0.89 1.37
H -3.87 -1.35 0.76
H -2.20 -1.14 -0.38
H -2.60 -0.04 0.76
H -2.27 -1.96 2.34
H -1.57 -2.75 0.90
H -0.58 0.35 1.67
C 1.07 1.83 -1.25
C 2.27 0.72 -1.29
S 3.69 1.27 -0.19
H 1.22 2.74 -1.82
H 1.10 2.30 -0.14
H 0.03 1.51 -1.47
H 1.92 -0.14 -0.71
H 2.30 0.33 -2.36
H 4.38 0.12 -0.18

Computed properties:
- Multiplicity: 1
- SMILES: CCS.CCS
- F_max: 3.5 eV/A
- E_LUMO: 0.9 eV
- Electronic energy: -955.89309 Eh
- Molecular weight: 124.3 g/mol
- Highest occupied orbital energy: -9.0 eV
- Total charge: 0

***

7.
This record from the OMol25 dataset describes a 2-piece molecular cluster, C8H13N overall in a non-equilibrium geometry. The level of theory is ωB97M-V with the def2-TZVPD basis set.

Atoms and positions in Å:
C -0.07 -1.58 1.56
N -1.26 -2.28 1.05
C -0.75 -0.60 2.39
C -1.84 -0.20 2.82
H -2.08 -1.89 1.85
H -1.06 -2.52 0.08
H 0.50 -1.11 0.75
H 0.59 -2.19 2.19
H -2.39 0.47 3.43
C 1.46 0.03 -2.50
C 0.51 0.71 -1.55
C 1.13 1.66 -0.62
C -0.81 0.55 -1.64
C 0.64 2.03 0.56
H 2.11 2.03 -0.92
H 2.06 0.77 -3.04
H 2.15 -0.61 -1.95
H 0.93 -0.56 -3.25
H -1.25 -0.04 -2.44
H -1.49 1.02 -0.95
H 1.22 2.64 1.24
H -0.30 1.65 0.94

Computed properties:
- Multiplicity: 1
- SMILES: C=CC(=C)C.C#CCN
- F_max: 5.3 eV/A
- E_LUMO: 0.8 eV
- Electronic energy: -367.17492 Eh
- Molecular weight: 123.2 g/mol
- Highest occupied orbital energy: -8.5 eV
- Total charge: 0

***

8.
This record from the OMol25 dataset describes a 2-piece molecular cluster, C5H14O overall in a non-equilibrium geometry. The level of theory is ωB97M-V with the def2-TZVPD basis set.

Atoms and positions in Å:
C 0.67 -1.32 2.06
C 1.29 -1.42 0.63
C 1.26 -0.15 -0.20
C -0.02 0.56 -0.67
C -0.76 -0.29 -1.74
H 0.72 -2.19 2.68
H -0.48 -1.06 1.96
H 1.09 -0.53 2.64
H 0.70 -2.27 0.17
H 2.37 -1.72 0.74
H 2.10 0.63 0.08
H 1.62 -0.42 -1.25
H -0.44 0.78 0.28
H 0.19 1.66 -1.01
H -0.03 -1.11 -1.93
H -1.57 -0.80 -1.22
H -0.86 0.25 -2.59
H -1.72 1.94 -0.90
H -1.58 2.93 0.26
O -2.11 2.21 -0.05

Computed properties:
- Multiplicity: 1
- SMILES: CCCCC.O
- F_max: 5.1 eV/A
- E_LUMO: 0.9 eV
- Electronic energy: -274.07102 Eh
- Molecular weight: 90.2 g/mol
- Highest occupied orbital energy: -10.2 eV
- Total charge: 0

***

| no. | orbital gap (eV) |
| --- | --- |
| 1 | 4.301 |
| 2 | 8.016 |
| 3 | 10.250 |
| 4 | 10.835 |
| 5 | 4.655 |
| 6 | 9.860 |
| 7 | 9.243 |
| 8 | 11.092 |